Record 1
ORCA calculation (ωB97M-V/def2-TZVPD) on C22H28F3N5O in the gas phase.

HOMO-LUMO gap in eV: 8.72
Calculated total energy in eV: -40919.7641
F_max in eV Å⁻¹: 0.90
Structure (SMILES): CCn1cc(C(=O)N2CCC[C@H](N3CCN(c4cccc(C(F)(F)F)c4)CC3)C2)cn1
Energy above the lowest of the compared OMol25 structures with the same formula, charge and spin in kJ/mol: 0.0

CARTESIAN COORDINATES (ANGSTROEM)
C 0.604 4.302 -1.110
C -0.681 4.887 -0.530
N -1.549 3.857 -0.024
C -2.327 3.020 -0.732
C -2.930 2.161 0.169
C -3.944 1.131 -0.142
O -4.914 1.387 -0.836
N -3.766 -0.092 0.428
C -4.735 -1.137 0.172
C -4.154 -2.168 -0.791
C -2.827 -2.698 -0.255
C -1.850 -1.541 -0.003
N -0.576 -2.079 0.483
C 0.236 -2.561 -0.623
C 1.468 -3.309 -0.104
N 2.275 -2.423 0.709
C 3.237 -1.631 0.121
C 4.104 -2.169 -0.845
C 5.111 -1.418 -1.410
C 5.311 -0.096 -1.042
C 4.473 0.442 -0.080
C 4.621 1.865 0.369
F 4.954 1.962 1.671
F 3.469 2.559 0.239
F 5.547 2.553 -0.310
C 3.455 -0.301 0.499
C 1.465 -1.928 1.799
C 0.222 -1.180 1.303
C -2.522 -0.566 0.979
C -2.447 2.597 1.421
N -1.620 3.611 1.279
H 1.239 5.102 -1.480
H 1.151 3.753 -0.348
H 0.381 3.628 -1.933
H -0.450 5.544 0.310
H -1.218 5.455 -1.296
H -2.408 3.072 -1.798
H -5.624 -0.666 -0.249
H -4.990 -1.613 1.126
H -4.861 -2.987 -0.924
H -3.994 -1.694 -1.762
H -2.406 -3.411 -0.964
H -2.985 -3.222 0.690
H -1.694 -0.987 -0.949
H -0.359 -3.240 -1.235
H 0.574 -1.725 -1.264
H 2.036 -3.695 -0.947
H 1.146 -4.147 0.520
H 4.000 -3.201 -1.140
H 5.759 -1.868 -2.147
H 6.094 0.496 -1.485
H 2.832 0.183 1.234
H 2.060 -1.297 2.458
H 1.133 -2.800 2.371
H -0.355 -0.875 2.176
H 0.529 -0.279 0.742
H -1.878 0.291 1.167
H -2.726 -1.082 1.924
H -2.695 2.230 2.397


Record 2
ORCA calculation (ωB97M-V/def2-TZVPD) on a molecular structure, C22H28FeN10OSSe.

⟨S²⟩: 0.75
2S+1: 2
HOMO-LUMO gap (spin up / spin down) in eV: 8.06 / 6.61
Calculated total energy in eV: -150785.6165
Total charge: +1
F_max in eV Å⁻¹: 0.22
Energy above the lowest of the compared OMol25 structures with the same formula, charge and spin in kJ/mol: 0.0

CARTESIAN COORDINATES (ANGSTROEM)
Fe -0.176 0.269 -0.293
C -2.390 -1.018 1.149
N -1.647 0.248 1.209
C -1.060 0.578 2.513
C 0.412 0.345 2.468
N 1.046 0.120 1.350
C 2.391 -0.028 1.700
C 3.519 -0.325 0.936
C 4.732 -0.414 1.589
C 4.842 -0.225 2.974
C 3.733 0.052 3.749
C 2.518 0.142 3.082
N 1.232 0.376 3.543
C -1.549 -2.052 0.477
N -0.479 -1.733 -0.201
C 0.042 -2.936 -0.680
C 1.190 -3.210 -1.423
C 1.446 -4.529 -1.740
C 0.595 -5.565 -1.328
C -0.537 -5.312 -0.580
C -0.788 -3.982 -0.267
N -1.797 -3.382 0.471
H -2.695 -1.362 2.143
H -3.303 -0.855 0.572
H -2.276 0.993 0.900
H -1.247 1.633 2.726
H -1.511 -0.008 3.320
H 3.446 -0.475 -0.132
H 5.622 -0.642 1.019
H 5.812 -0.307 3.446
H 3.809 0.186 4.819
H 0.955 0.535 4.496
H 1.850 -2.416 -1.739
H 2.328 -4.772 -2.316
H 0.835 -6.585 -1.596
H -1.189 -6.109 -0.252
H -2.551 -3.847 0.947
Se 1.582 0.277 -1.935
C 2.320 5.668 0.379
N 1.150 4.817 0.323
C 1.175 3.511 0.032
N 2.347 2.932 -0.188
S -0.312 2.676 -0.019
H 2.006 6.670 0.656
H 2.821 5.725 -0.590
H 3.029 5.317 1.133
H 0.238 5.211 0.476
H 3.202 3.462 -0.205
H 2.353 1.973 -0.536
C -3.255 -0.112 -5.000
N -2.952 0.225 -3.627
C -3.710 1.153 -2.824
C -2.910 1.145 -1.534
O -3.275 1.710 -0.517
N -1.764 0.408 -1.707
C -1.847 -0.122 -2.949
N -0.939 -0.950 -3.444
H -4.327 -0.012 -5.154
H -2.994 -1.150 -5.205
H -2.737 0.541 -5.706
H -4.736 0.827 -2.652
H -3.721 2.160 -3.249
H -0.015 -0.918 -2.991
H -0.966 -1.179 -4.422


Record 3
ORCA calculation (ωB97M-V/def2-TZVPD) on a molecular structure, C22H28N2O3S2.

HOMO-LUMO gap in eV: 7.75
Calculated total energy in eV: -54048.3482
F_max in eV Å⁻¹: 17.98
Energy above the lowest of the compared OMol25 structures with the same formula, charge and spin in kJ/mol: 1401.2

CARTESIAN COORDINATES (ANGSTROEM)
C 3.667 4.540 0.856
C 2.318 4.151 0.545
H 1.740 4.343 1.445
H 1.753 4.765 -0.238
O 2.146 2.628 -0.048
C 0.862 2.235 -0.159
O -0.189 2.877 0.059
C 0.900 0.970 -0.793
C -0.314 0.357 -1.160
N -1.429 0.914 -1.044
C -2.745 0.587 -1.186
N -3.851 1.291 -1.056
H -3.497 1.923 -0.683
C -4.982 0.735 -0.461
H -5.118 -0.353 -1.085
H -5.885 1.262 -0.714
C -4.988 0.360 1.092
C -3.846 -0.289 1.579
C -3.686 -1.517 1.412
C -2.662 -2.270 1.894
C -1.521 -1.636 2.012
C -1.606 -0.154 2.304
C -2.654 0.557 1.907
H -2.709 1.575 2.061
H -0.592 0.466 2.163
H -0.482 -2.149 2.310
H -2.619 -3.581 1.739
H -4.648 -2.001 1.168
H -5.114 1.484 1.595
H -5.903 -0.036 1.403
S -2.826 -1.052 -1.811
H -1.402 1.901 -0.812
S -0.015 -1.263 -1.534
C 1.644 -1.295 -1.255
C 1.999 -0.016 -0.762
C 3.500 0.519 -0.372
H 3.967 0.837 -1.418
H 3.526 0.987 0.728
C 4.177 -0.963 -0.122
C 3.893 -1.386 1.410
C 2.648 -1.675 1.976
H 2.437 -1.782 3.114
H 1.906 -2.406 1.321
H 2.002 -0.791 1.729
C 4.602 -2.802 1.405
H 4.802 -3.265 2.497
H 5.838 -2.895 1.241
H 4.375 -3.757 0.877
H 4.556 -0.689 1.840
O 3.815 -1.898 -1.103
C 2.629 -2.261 -1.457
H 2.313 -3.112 -0.826
H 2.776 -2.601 -2.546
H 5.340 -0.913 -0.158
H 4.295 4.355 -0.035
H 3.720 5.670 1.307
H 4.036 3.839 1.461


Record 4
ORCA calculation (ωB97M-V/def2-TZVPD) on 2 unconnected molecules or ions with the total composition C22H28N2O4.

HOMO-LUMO gap in eV: 9.58
Calculated total energy in eV: -34440.4281
F_max in eV Å⁻¹: 2.13
Structure (SMILES): CNC(=O)[C@H](Cc1ccccc1)NC(C)=O.Cc1ccc(CCC(=O)O)cc1
Energy above the lowest of the compared OMol25 structures with the same formula, charge and spin in kJ/mol: 42.3

CARTESIAN COORDINATES (ANGSTROEM)
C -3.514 -5.521 -5.191
N -3.347 -4.409 -4.253
C -2.261 -4.198 -3.497
O -1.264 -4.917 -3.548
C -2.283 -2.972 -2.571
C -1.580 -1.771 -3.220
C -1.618 -0.503 -2.385
C -0.540 -0.181 -1.538
C -0.581 0.987 -0.756
C -1.697 1.838 -0.819
C -2.774 1.522 -1.666
C -2.735 0.353 -2.448
N -1.668 -3.270 -1.273
C -2.362 -3.609 -0.189
C -1.562 -3.945 1.048
O -3.586 -3.654 -0.162
H -3.569 -5.143 -6.212
H -4.430 -6.067 -4.958
H -2.671 -6.213 -5.122
H -4.121 -3.772 -4.142
H -3.326 -2.693 -2.411
H -0.540 -2.035 -3.419
H -2.051 -1.566 -4.183
H 0.323 -0.828 -1.487
H 0.247 1.238 -0.107
H -1.727 2.735 -0.216
H -3.634 2.175 -1.712
H -3.566 0.113 -3.094
H -0.664 -3.311 -1.232
H -2.251 -4.127 1.872
H -0.972 -4.840 0.861
H -0.910 -3.109 1.295
C -0.033 0.423 3.410
C 1.044 1.368 2.947
C 2.028 0.932 2.050
C 3.026 1.808 1.609
C 3.061 3.136 2.059
C 4.125 4.086 1.557
C 5.258 4.290 2.580
C 4.864 5.170 3.765
O 5.235 4.838 4.876
O 4.174 6.309 3.529
C 2.080 3.567 2.963
C 1.085 2.690 3.408
H 0.347 -0.215 4.214
H -0.901 0.974 3.784
H -0.364 -0.215 2.584
H 2.020 -0.093 1.692
H 3.776 1.450 0.911
H 4.557 3.685 0.635
H 3.670 5.048 1.300
H 6.101 4.772 2.080
H 5.599 3.317 2.948
H 4.070 6.716 4.403
H 2.079 4.592 3.320
H 0.337 3.047 4.109


Record 5
ORCA calculation (ωB97M-V/def2-TZVPD) on C22H28N2O5 in the gas phase.

HOMO-LUMO gap in eV: 8.62
Calculated total energy in eV: -36484.5496
F_max in eV Å⁻¹: 0.58
Structure (SMILES): COc1cc(CN2CCN(C(=O)COc3ccccc3)CC2)cc(OC)c1OC
Energy above the lowest of the compared OMol25 structures with the same formula, charge and spin in kJ/mol: 370.5

CARTESIAN COORDINATES (ANGSTROEM)
C -5.330 -2.681 -0.444
O -5.165 -1.289 -0.545
C -3.986 -0.748 -0.134
C -2.935 -1.469 0.409
C -1.778 -0.818 0.812
C -0.635 -1.609 1.383
N -0.069 -2.524 0.394
C 0.250 -1.921 -0.882
C 1.459 -0.974 -0.830
N 2.606 -1.660 -0.274
C 3.874 -1.601 -0.722
O 4.775 -2.254 -0.223
C 4.188 -0.682 -1.910
O 3.536 0.570 -1.926
C 3.606 1.369 -0.820
C 4.432 1.149 0.275
C 4.393 2.026 1.347
C 3.544 3.117 1.343
C 2.728 3.342 0.245
C 2.755 2.476 -0.829
C 2.346 -2.351 0.979
C 1.098 -3.236 0.878
C -1.673 0.552 0.652
C -2.706 1.296 0.090
O -2.617 2.649 -0.128
C -1.445 3.320 0.261
C -3.888 0.650 -0.294
O -4.982 1.233 -0.866
C -5.290 2.579 -0.580
H -5.276 -3.020 0.597
H -4.585 -3.220 -1.038
H -6.324 -2.887 -0.838
H -2.991 -2.538 0.527
H -0.995 -2.233 2.208
H 0.111 -0.910 1.792
H -0.620 -1.371 -1.245
H 0.464 -2.736 -1.579
H 1.675 -0.627 -1.838
H 1.218 -0.102 -0.208
H 5.278 -0.560 -1.929
H 3.883 -1.175 -2.839
H 5.103 0.306 0.306
H 5.038 1.846 2.195
H 3.520 3.792 2.185
H 2.063 4.194 0.228
H 2.128 2.633 -1.693
H 3.226 -2.953 1.211
H 2.216 -1.603 1.772
H 0.878 -3.663 1.858
H 1.293 -4.055 0.180
H -0.765 1.046 0.962
H -0.565 2.945 -0.272
H -1.274 3.247 1.341
H -1.608 4.363 -0.005
H -5.219 2.789 0.490
H -6.322 2.712 -0.906
H -4.643 3.270 -1.125


Record 6
ORCA calculation (ωB97M-V/def2-TZVPD) on C22H28N4O in the gas phase.

HOMO-LUMO gap in eV: 8.41
Calculated total energy in eV: -31277.7694
F_max in eV Å⁻¹: 1.00
Structure (SMILES): CCCCNC(=O)CCc1c(C)nc2c(c(C)nn2-c2ccccc2)c1C
Energy above the lowest of the compared OMol25 structures with the same formula, charge and spin in kJ/mol: 62.5

CARTESIAN COORDINATES (ANGSTROEM)
C -5.807 -5.040 -4.380
C -5.242 -3.629 -4.487
C -4.574 -3.188 -3.187
C -4.005 -1.774 -3.300
N -3.349 -1.356 -2.081
C -2.014 -1.170 -1.994
O -1.268 -1.298 -2.944
C -1.526 -0.731 -0.621
C -0.120 -1.286 -0.327
C 0.746 -0.273 0.372
C 0.806 -0.249 1.782
C 0.030 -1.221 2.621
N 1.533 0.609 2.475
C 2.239 1.484 1.772
C 2.246 1.570 0.357
C 3.144 2.647 0.083
C 3.579 3.211 -1.221
N 3.609 3.138 1.203
N 3.075 2.455 2.238
C 3.417 2.786 3.549
C 2.888 2.084 4.627
C 3.249 2.440 5.913
C 4.130 3.485 6.136
C 4.655 4.181 5.059
C 4.303 3.838 3.768
C 1.459 0.666 -0.370
C 1.428 0.725 -1.865
H -5.016 -5.751 -4.155
H -6.552 -5.095 -3.589
H -6.278 -5.334 -5.315
H -6.046 -2.932 -4.733
H -4.510 -3.590 -5.296
H -5.303 -3.223 -2.373
H -3.763 -3.877 -2.941
H -3.248 -1.734 -4.086
H -4.805 -1.066 -3.541
H -3.920 -1.276 -1.255
H -2.238 -1.022 0.152
H -1.487 0.362 -0.643
H -0.204 -2.193 0.270
H 0.338 -1.563 -1.278
H 0.165 -0.964 3.667
H -1.030 -1.187 2.380
H 0.389 -2.237 2.463
H 3.962 2.426 -1.871
H 4.361 3.944 -1.042
H 2.748 3.703 -1.725
H 2.204 1.272 4.444
H 2.838 1.894 6.750
H 4.408 3.756 7.144
H 5.343 4.997 5.225
H 4.702 4.368 2.918
H 0.523 0.293 -2.280
H 2.279 0.174 -2.267
H 1.508 1.755 -2.200


Record 7
ORCA calculation (ωB97M-V/def2-TZVPD) on a molecular structure, C22H28N4OsSSe4.

⟨S²⟩: 6.03
2S+1: 5
HOMO-LUMO gap (spin up / spin down) in eV: 7.24 / 5.52
Calculated total energy in eV: -303901.5811
Total charge: +2
F_max in eV Å⁻¹: 2.11

CARTESIAN COORDINATES (ANGSTROEM)
Os -1.085 1.036 -0.556
Se -3.066 -0.912 0.332
Se -4.947 -0.142 -0.637
Se -4.965 2.277 -0.661
Se -2.866 3.074 -0.671
N -0.856 1.205 1.344
C -0.903 1.174 2.511
N -0.953 1.119 3.783
C -0.278 0.063 4.522
C 0.713 0.677 5.509
C -0.005 1.683 6.404
C -0.650 2.769 5.548
C -1.635 2.137 4.569
H 0.229 -0.592 3.812
H -1.035 -0.512 5.065
H 1.514 1.178 4.960
H 1.153 -0.120 6.107
H 0.704 2.131 7.100
H -0.772 1.171 6.989
H 0.121 3.308 4.993
H -1.184 3.483 6.174
H -2.053 2.885 3.894
H -2.449 1.653 5.119
S -0.875 1.809 -5.024
C -0.730 1.918 -3.328
N -1.157 0.898 -2.623
C -1.643 -0.095 -3.455
C -2.163 -1.333 -3.077
C -2.612 -2.201 -4.046
C -2.529 -1.875 -5.400
C -2.001 -0.664 -5.801
C -1.569 0.225 -4.824
H -0.287 2.789 -2.869
H -2.213 -1.601 -2.032
H -3.041 -3.142 -3.745
H -2.883 -2.579 -6.133
H -1.920 -0.409 -6.844
C 2.306 -2.815 -2.855
N 1.557 -2.831 -1.583
C 2.331 -3.384 -0.454
C 0.900 -1.528 -1.275
C 1.735 -0.288 -0.978
C 3.119 -0.202 -0.993
C 3.762 0.997 -0.721
C 3.033 2.132 -0.430
C 1.650 2.058 -0.405
C 0.984 0.862 -0.672
H 2.627 -3.823 -3.112
H 3.182 -2.176 -2.785
H 1.668 -2.438 -3.653
H 0.775 -3.481 -1.728
H 3.208 -2.776 -0.247
H 2.652 -4.398 -0.687
H 1.707 -3.409 0.438
H 0.233 -1.684 -0.416
H 0.269 -1.294 -2.138
H 3.745 -1.055 -1.203
H 4.838 1.033 -0.734
H 3.530 3.064 -0.217
H 1.077 2.950 -0.159


Record 8
ORCA calculation (ωB97M-V/def2-TZVPD) on C22H28O5 in the gas phase.

HOMO-LUMO gap in eV: 8.85
Calculated total energy in eV: -33505.9435
F_max in eV Å⁻¹: 0.61
Structure (SMILES): COc1cc(C[C@@H](CC(=O)O)C[C@H](C)OCc2ccccc2)cc(OC)c1
Energy above the lowest of the compared OMol25 structures with the same formula, charge and spin in kJ/mol: 45.8

CARTESIAN COORDINATES (ANGSTROEM)
C -3.862 -3.341 -1.344
O -4.562 -2.372 -0.595
C -4.013 -1.133 -0.479
C -2.903 -0.690 -1.185
C -2.398 0.585 -0.956
C -1.150 1.046 -1.654
C 0.092 0.848 -0.768
C 0.376 -0.644 -0.555
C -0.558 -1.346 0.394
O -0.941 -2.480 0.261
O -0.867 -0.611 1.467
C 1.313 1.525 -1.403
C 2.443 1.794 -0.399
C 2.296 3.171 0.248
O 3.674 1.682 -1.105
C 4.769 1.270 -0.319
C 4.611 -0.131 0.224
C 4.962 -0.443 1.530
C 4.795 -1.730 2.012
C 4.262 -2.714 1.198
C 3.906 -2.410 -0.106
C 4.085 -1.127 -0.591
C -3.021 1.419 -0.047
C -4.157 0.993 0.643
O -4.702 1.899 1.504
C -5.872 1.543 2.197
C -4.646 -0.285 0.432
H -3.858 -3.095 -2.411
H -4.402 -4.274 -1.194
H -2.834 -3.448 -0.985
H -2.418 -1.327 -1.906
H -1.016 0.502 -2.590
H -1.245 2.108 -1.886
H -0.105 1.307 0.204
H 0.360 -1.180 -1.505
H 1.376 -0.766 -0.127
H -1.467 -1.103 2.049
H 1.709 0.893 -2.200
H 1.018 2.471 -1.857
H 2.419 1.029 0.392
H 1.317 3.257 0.713
H 2.403 3.946 -0.507
H 3.055 3.325 1.012
H 4.951 1.973 0.508
H 5.629 1.310 -0.996
H 5.369 0.326 2.173
H 5.074 -1.962 3.029
H 4.123 -3.715 1.577
H 3.488 -3.174 -0.745
H 3.811 -0.879 -1.606
H -2.648 2.412 0.143
H -6.141 2.415 2.791
H -5.703 0.690 2.863
H -6.690 1.308 1.509
H -5.510 -0.668 0.948